1.
DFT (wB97M-V/def2-TZVPD) results for the molecule C21H24N2O4.

Values from the calculation:
Highest occupied orbital energy (hartree): -0.264
Frontier orbital gap (eV): 7.406
E_tot (Ha): -1225.0497
Structure (SMILES): COc1cccc(/C=C/C(=O)Nc2ccc(N3CCOCC3)cc2)c1OC
LUMO (eV): 0.233

The geometry in ORCA input format:
```
! wB97M-V def2-TZVPD RIJCOSX def2/J DEFGRID3
* xyz 0 1
H -0.21608 6.65445 2.30495
C -0.94764 6.00729 1.81768
H 1.33208 3.40995 -2.78406
C 1.37362 6.62807 -1.78977
H 1.16210 -6.75408 -0.35974
H 1.00301 -6.27422 2.05639
C 0.73553 6.51929 -0.56232
C 0.43712 -4.39818 -1.06759
O -1.06326 0.42696 0.48759
H -1.26272 -5.77394 2.72387
C -1.94161 -6.57860 0.82374
C -0.53473 -4.79288 -0.13997
C 0.63337 -7.23944 1.67363
H -2.25366 -7.55532 0.43540
C -0.20008 0.41048 -0.36992
C 0.04072 2.83649 -0.47684
C 0.28183 -7.08629 0.18604
H -1.52348 5.47503 2.57529
C -1.23843 -3.77898 0.51600
H 1.46038 -2.79879 -2.02694
C -1.55275 -6.74677 2.29838
C 0.28675 5.25668 -0.12599
H 0.98047 -5.14195 -1.63006
C 0.70245 -3.06790 -1.30310
H 0.64501 9.54995 0.63637
H -2.77208 -5.88359 0.71088
C 0.40074 1.63187 -0.93725
H 1.40018 -8.00265 1.81671
O -0.32967 4.99491 1.05563
O 0.52729 7.59563 0.26584
H 2.01500 8.92367 -0.31195
H 1.04067 -0.62189 -1.61151
H 0.42210 9.16670 -1.08794
C 0.93137 8.87026 -0.16520
H -1.53519 -1.68473 0.80062
H -0.67566 2.85711 0.33363
O -0.48217 -7.65922 2.42694
H -0.03951 -8.05575 -0.21011
H 1.13963 1.50941 -1.71665
H 2.08831 5.62941 -3.53525
C -0.98104 -2.44395 0.27524
N 0.31831 -0.73573 -0.91398
H -1.62174 6.61547 1.21078
H 1.71723 7.58875 -2.13697
C 0.52020 4.12486 -0.93532
C 0.00168 -2.06627 -0.63274
C 1.59067 5.51339 -2.58468
C 1.17495 4.27412 -2.15937
H -2.37811 -7.16414 2.87750
H -2.00114 -4.01811 1.24000
N -0.81204 -6.14682 0.02612
*
```

=====

2.
DFT (wB97M-V/def2-TZVPD) results for the molecule C21H24N2O5S in a non-equilibrium geometry.

Values from the calculation:
Highest occupied orbital energy (hartree): -0.326
Frontier orbital gap (eV): 9.658
E_tot (Ha): -1698.5231
Structure (SMILES): C=CCN(c1ccccc1C(=O)NCC(=O)OCC)S(=O)(=O)c1ccc(C)cc1
LUMO (eV): 0.797

The geometry in ORCA input format:
```
! wB97M-V def2-TZVPD RIJCOSX def2/J DEFGRID3
* xyz 0 1
H -1.89928 -3.05430 4.82306
C 1.63278 2.16557 -1.35879
H 0.59410 4.54086 1.11961
C -1.69079 -1.48890 0.46432
H -1.08571 -0.90854 5.74005
C 0.29938 -2.25964 -1.95247
C -0.58406 1.28125 -1.67560
H -1.19670 -3.80398 -1.79916
C 2.61346 -2.70014 -1.69529
H -2.14373 -3.32011 2.37978
C 0.41331 2.68223 -3.37053
H -0.55537 4.89890 -0.26038
H 1.07695 4.12972 -4.80692
O 1.88005 1.10624 1.33144
H -1.54009 1.81858 -3.50452
C -0.66319 2.26911 2.00924
C -0.97945 3.18027 0.86399
O 0.48338 -1.30175 -2.65520
C -0.28232 4.25832 0.56011
C -1.00148 -0.13096 2.44656
C 1.55512 2.79876 -2.58595
N -1.21078 -2.64728 -0.06891
H 0.30253 2.53887 2.45532
H -0.47967 0.92464 4.23987
O 1.24542 -3.06157 -1.48100
C -1.64771 -2.24020 4.16058
H 3.32529 -3.61820 0.11809
H -1.84877 -2.13708 -1.96424
H -1.85433 2.89918 0.29484
C -1.46934 -1.34612 1.93077
H 2.50822 2.24169 -0.73369
H 4.36784 -2.33445 -0.51686
S 0.74465 0.56063 0.63515
H 0.51460 2.60542 -5.49426
C -1.07739 -2.75785 -1.50428
C -0.65141 1.92026 -2.89987
C 0.33347 3.34251 -4.71221
H 3.04557 -3.46421 -2.35079
N -0.64924 0.89011 1.54973
C -1.19510 -1.03612 4.67322
H 2.63988 -1.72878 -2.19839
C -0.86250 0.00473 3.82623
C -1.77569 -2.39197 2.79201
O 0.77728 -0.85816 0.40240
H -1.40483 0.68510 -1.31149
C 3.33799 -2.64246 -0.36099
H 2.83934 -1.92390 0.28474
H 2.39172 3.38342 -2.94006
H -0.65519 3.76520 -4.87640
H -1.45364 2.36302 2.76070
H -0.48260 -3.10856 0.45776
C 0.55937 1.41865 -0.91457
O -2.33737 -0.68553 -0.18037
*
```

=====

3.
DFT (wB97M-V/def2-TZVPD) results for the molecule C21H24N2O5S in a non-equilibrium geometry.

Values from the calculation:
Highest occupied orbital energy (hartree): -0.302
Frontier orbital gap (eV): 8.113
E_tot (Ha): -1698.4936
Structure (SMILES): COc1ccc(OC)c(/C=C/C(=O)Nc2cccc(S(=O)(=O)N3CCCC3)c2)c1
LUMO (eV): -0.092

The geometry in ORCA input format:
```
! wB97M-V def2-TZVPD RIJCOSX def2/J DEFGRID3
* xyz 0 1
H 8.64721 -0.91515 -0.64520
H -2.60496 1.78717 -0.12573
C 7.57416 -1.05579 -0.52632
H -5.26124 2.74266 -1.20289
N -0.84521 -2.89666 0.06083
H 5.11635 -1.69941 -0.31512
C 1.22584 -1.66658 -0.08508
H -4.90172 2.18855 0.44324
O -5.82791 -1.62780 -0.26457
C 0.51087 -2.94415 -0.19301
H -2.39661 0.09041 -1.67650
O 7.05337 0.22064 -0.24272
C -1.06166 -1.11193 1.70632
H -3.37415 -2.31552 -0.46484
H 3.07080 -2.59614 -0.00090
H -1.35589 -3.71526 -0.24686
C 2.97398 0.82638 0.37045
H -0.05373 -1.28809 2.04758
C 4.79449 -0.69134 -0.10680
C 2.56221 -1.63855 0.00044
H -5.04021 0.66731 -3.00737
C -1.83184 -0.13125 2.30470
H 0.63748 -0.76724 -0.12601
H 1.33138 3.02606 0.20630
C 5.71067 0.34575 -0.05258
C 5.24583 1.63143 0.22177
H -2.75722 1.20709 -2.99198
C -3.10058 0.84539 -2.02458
C 3.42523 -0.47947 0.08805
H 7.15807 -1.46296 -1.45334
S -5.33309 -0.40829 0.30039
C 3.90271 1.86078 0.43479
N -5.23048 0.69214 -0.95028
C -4.52190 0.26003 -2.13396
O 1.63837 1.00701 0.58855
H -2.92486 2.94478 -1.41818
C -1.58833 -1.90005 0.67980
C 1.17562 2.27449 0.98674
H 3.58346 2.86799 0.64859
H -1.41278 0.45699 3.10706
C -3.13702 0.08891 1.89221
H 7.39049 -1.75657 0.29437
H 1.65295 2.60620 1.91397
O 1.01751 -3.98987 -0.54815
H -4.55430 -0.82609 -2.18580
H 0.10619 2.15210 1.15661
H -3.76367 0.83511 2.35266
C -3.22573 1.98651 -0.99882
C -3.65760 -0.70273 0.88673
C -2.91386 -1.69715 0.29013
O -6.06840 0.23148 1.34943
C -4.71659 1.99987 -0.61211
H 5.95630 2.44082 0.26801
*
```

=====

4.
DFT (wB97M-V/def2-TZVPD) results for C21H24N2OP2SSc as an isolated structure in a non-equilibrium geometry.

Values from the calculation:
Highest occupied orbital energy (hartree): -0.396
Frontier orbital gap (eV): 7.226
E_tot (Ha): -2840.8713
LUMO (eV): -3.555

The geometry in ORCA input format:
```
! wB97M-V def2-TZVPD RIJCOSX def2/J DEFGRID3
* xyz 1 1
H -4.16163 -0.98526 1.70841
C 3.06270 1.80317 0.00265
H 4.54483 -0.06313 -2.31113
C 1.38517 -0.58306 -1.17647
C 1.21798 -3.76015 1.68852
H -0.81844 -2.36777 -1.21743
H -1.46555 -4.75350 0.76618
C 3.65190 -0.62336 -2.02551
C 2.53228 0.08250 -1.59249
S 0.86515 2.70891 4.90029
H 3.77989 2.55627 -0.30633
H 1.09673 -4.80092 1.35842
H -2.50535 -3.29863 0.94415
C 0.46275 1.69566 3.76362
H 1.22118 -3.72277 2.78625
Sc -0.16529 -0.13568 1.17328
C -1.26822 3.44009 -1.34799
H -3.32014 1.85937 -0.98067
C 1.24259 2.24600 -1.43266
H 2.03034 4.19670 -1.85303
H 0.18475 -3.82975 -1.00047
H -1.73047 -4.01481 2.38074
H -2.25518 3.90834 -1.33619
P -0.15713 -2.72559 1.10527
H -2.43936 2.18063 2.79582
H -2.64842 3.07233 1.26980
H -2.47141 0.35665 -1.44730
O 2.71192 1.29055 1.03667
H 2.17416 -3.36589 1.32422
P -2.58480 0.64744 0.95510
C -2.42170 1.25138 -0.80355
H 4.47464 -2.57496 -2.42238
H 2.41136 -3.78308 -1.73740
C 0.12637 1.48686 -1.08890
H -4.34813 -0.70028 -0.04635
C 2.44713 -2.69226 -1.69223
C -1.17387 2.07357 -1.09191
N 0.33252 0.16989 -0.61824
H -4.99674 0.49058 1.13729
H -0.23519 5.28223 -1.78666
C 3.60571 -2.01510 -2.07991
C 0.09842 -2.76332 -0.74924
C -0.13346 4.21287 -1.60779
C -4.18385 -0.21615 0.92507
C -1.60452 -3.80886 1.30995
C 1.32575 -2.00637 -1.22782
H -4.05580 2.24517 2.02256
C 1.12593 3.61759 -1.65042
C 2.60251 1.58314 -1.35309
C -2.97526 2.19335 1.83821
H 3.25940 2.02561 -2.11111
N 0.14582 0.91378 2.90218
*
```